C28H47BrNO3P3Pd as an isolated structure at a distorted geometry. Source: the OMol25 dataset; level of theory: the ωB97M-V functional and the def2-TZVPD basis.

Each line ends with the Mulliken charge.
Positions of all 84 atoms, in Å:
C (-5.33, 1.29, 1.78)  -0.71
H (-0.37, 4.93, 1.71)  0.39
H (-4.11, -1.42, 3.92)  0.34
H (-2.12, -0.20, -1.08)  1.07
H (1.53, 1.50, 0.88)  -0.61
H (0.01, -0.61, -9.98)  0.42
H (4.03, -0.55, -8.96)  0.42
H (0.56, -3.58, -0.57)  0.58
H (-5.76, -1.40, 3.13)  0.31
H (3.45, 1.71, 3.30)  0.36
C (1.00, 2.45, 1.07)  0.39
H (-4.78, -2.89, 3.12)  0.29
H (-0.15, 3.01, 5.34)  0.44
H (3.54, -0.27, -6.53)  0.44
C (-0.75, 2.02, 3.54)  -0.59
C (2.99, -0.49, -8.60)  -0.35
H (-0.73, -0.33, -7.62)  0.43
C (2.88, -1.86, 0.22)  0.57
H (2.30, -0.99, -0.17)  0.07
C (2.46, -0.07, 2.50)  1.28
C (2.71, -0.35, -7.22)  -0.38
C (1.04, 3.27, -0.22)  -1.59
P (2.95, -1.73, 2.05)  0.01
H (-0.20, 4.09, 3.93)  0.25
C (0.99, -2.23, -2.20)  -0.65
C (0.99, -0.83, -4.22)  -0.43
H (-5.85, 1.69, 2.66)  0.31
C (0.75, -0.53, -9.17)  -0.34
H (-0.55, 1.00, 3.95)  0.53
H (3.10, -4.60, 2.23)  0.36
H (-3.76, -2.14, -0.78)  0.30
H (0.87, -3.12, 2.39)  -0.07
H (2.21, -4.94, 3.72)  0.37
H (-2.01, 5.41, 1.27)  0.40
H (-2.78, 2.95, 1.45)  0.28
H (1.49, 3.00, 1.90)  0.59
N (2.04, -0.55, -9.53)  0.06
H (4.96, -2.61, 0.08)  0.40
C (4.30, -1.89, -0.44)  -1.35
H (3.60, -3.85, 3.73)  0.43
C (0.35, -0.39, -7.82)  -0.41
Br (-1.44, -3.01, 0.94)  -0.07
C (-1.24, -0.73, -1.35)  1.28
P (-0.63, 1.93, 1.71)  0.82
P (-3.22, -0.21, 1.35)  0.66
O (-4.11, -1.48, 1.83)  -0.13
H (-1.68, 3.32, 0.09)  0.60
C (0.49, -1.14, -2.95)  0.60
C (1.34, -0.38, -6.80)  0.28
C (0.31, -2.62, -1.05)  -1.36
H (0.76, 4.32, -0.02)  0.37
H (1.87, -2.80, -2.52)  0.71
H (1.44, -0.08, 2.95)  -0.12
H (3.32, 0.39, 4.48)  0.41
O (-3.90, 1.08, 2.12)  -0.25
H (1.58, -2.46, 3.87)  0.38
H (2.32, -2.78, -0.04)  -0.03
C (2.72, -4.14, 3.15)  -1.30
H (0.40, 2.88, -1.04)  0.26
H (-4.77, -1.02, -1.74)  0.30
H (-0.94, 0.43, -3.20)  0.60
C (-4.72, -1.79, 3.08)  -0.75
Pd (-0.57, -0.11, 1.00)  -0.31
C (0.09, 3.09, 4.26)  -1.20
H (-5.33, -1.47, -0.08)  0.33
C (1.82, -2.90, 2.89)  0.15
H (1.17, 2.95, 4.13)  0.24
H (-5.86, 0.33, 1.49)  0.31
H (-1.83, 2.20, 3.73)  0.45
H (-1.72, 4.70, 2.86)  0.37
H (4.52, 0.31, 3.15)  0.48
O (-3.75, -0.09, -0.17)  -0.43
H (-5.39, 2.07, 0.97)  0.26
C (3.50, 0.61, 3.41)  -1.58
C (-4.43, -1.26, -0.72)  -0.65
C (1.01, -0.51, -5.40)  0.31
C (-1.43, 4.65, 1.80)  -1.47
C (-0.67, -1.75, -0.58)  -0.23
C (-0.61, -0.38, -2.56)  -1.60
C (-1.75, 3.28, 1.19)  -0.22
H (4.76, -0.89, -0.45)  0.36
H (4.20, -2.22, -1.49)  0.37
H (2.45, 0.49, 1.55)  -0.29
H (2.07, 3.26, -0.58)  0.49

Energy relative to the best compared isomer or geometry (same formula, charge and spin), kcal/mol: 0.0
Expectation value of S²: 6.023
Total charge: +4
Max |F|, Eh/bohr: 0.0904
E_tot, a.u.: -5099.832623
E_LUMO (alpha / beta), eV: -11.3 / -14.1
E_HOMO (alpha / beta), eV: -18.61 / -19.17
2S+1: 5